1.
Molecular formula: C3H3NO2
Method: DFT, the ωB97M-V functional and the def2-TZVPD basis

Properties
Relative energy (zero: lowest compared OMol25 entry of this formula, charge and spin), eV: 7.100
HOMO-LUMO gap, Eh: 0.26651
Charge: 0

Atoms and positions in Å:
O -0.1298 -1.1245 0.0027
O 2.9867 0.4635 0.0045
N 1.8600 -0.0051 -0.0002
C -0.2911 1.2492 0.0059
C -0.8238 0.0790 0.0018
C 1.2225 -1.0865 -0.0006
H -1.8824 -0.1663 0.0059
H -0.0871 2.2795 0.0184
H 1.6363 -2.0871 -0.0198

***

2.
Molecular formula: C56H42N7NaO4
Method: DFT, the ωB97M-V functional and the def2-TZVPD basis

Properties
HOMO-LUMO gap, Eh: 0.16522
Charge: -2

Atoms and positions in Å:
Na -1.2842 0.0742 -0.0312
O -1.9375 -8.2151 3.8580
O 1.6167 6.5694 -6.2684
O 9.3764 -3.4005 -1.7803
O -0.7829 -0.8571 -8.4345
N -5.8922 0.3829 0.8218
N -3.4727 0.4878 0.3867
N -0.0575 1.3865 -2.3952
N 2.6496 0.4440 -1.4102
N 1.9999 -2.4176 0.2726
N -0.4664 -2.1067 -0.6847
N -6.9551 -0.4558 2.8926
C 1.9395 2.7230 -2.1151
C -1.0934 0.1362 -6.3289
C -0.1608 -6.7997 3.2374
C 0.5669 -1.3473 2.9644
C 1.2465 0.1753 -0.8662
C 1.8943 3.6847 -3.2008
C 0.3804 7.2026 -6.4884
C 2.6846 -4.5361 0.7734
C 3.3344 -2.5447 -0.0608
C 0.9308 1.5395 -0.2898
C 0.0377 -2.0172 -5.0317
C 1.5674 -3.5858 0.7097
C -0.4363 -0.9575 -4.2676
C -0.3058 -0.9927 -2.7935
C 0.3780 -5.7686 2.4939
C 2.9508 1.6906 -1.9576
C -1.4877 -7.1765 3.0686
C 0.7241 5.5822 -4.2126
C 5.4940 -2.0807 -1.0262
C 7.1532 -3.0970 -2.4640
C -1.7229 -5.4253 1.4408
C -3.2805 -8.5934 3.6882
C 1.6436 5.6259 -5.2526
C 0.1618 -3.9531 0.7465
C -4.6074 0.4028 0.6434
C 8.1154 -2.9489 -1.4684
C 5.8606 -2.6635 -2.2393
C 6.4617 -1.9481 -0.0472
C 0.6102 1.0510 3.1243
C 0.8601 4.6332 -3.2112
C -0.6830 -2.0718 -2.0525
C -0.2442 -1.9044 -9.2010
C 3.7719 -3.8836 0.2995
C -6.4023 -0.0766 1.9427
C 3.7995 -0.3593 -1.3784
C -2.2757 -6.4693 2.1738
C -0.3686 -5.0694 1.5241
C -0.8208 -1.3259 2.9822
C 4.0805 -1.6333 -0.7826
C -1.4952 -0.1130 3.0651
C -1.2303 -4.1611 -1.3873
C -0.9942 0.1312 -4.9512
C -1.2429 -3.3732 -2.4724
C 2.7914 3.7442 -4.2820
C 0.7685 2.1670 -1.5083
C 4.8042 0.4077 -1.9913
C 4.2957 1.6442 -2.3530
C -0.0627 -2.0305 -6.4205
C -0.6349 -0.9477 -7.0698
C 0.2428 0.1765 -2.0695
C -0.5980 -3.3696 -0.2957
C 7.7738 -2.3740 -0.2541
C 2.6714 4.6949 -5.2812
C 1.2820 -0.1602 3.0361
C -0.7779 1.0749 3.1338
C 10.3490 -3.3193 -0.7679
H -3.4471 -9.4424 4.3486
H 0.5241 -2.8485 -4.5371
H -2.3848 -4.8448 0.8123
H 1.6503 1.9610 0.4013
H 0.1494 7.9329 -5.7045
H 2.3633 -0.1829 2.9799
H 3.5686 2.9990 -4.3740
H -3.4872 -8.8923 2.6552
H 11.2557 -3.7597 -1.1777
H -2.5763 -0.0857 3.0296
H 8.5031 -2.2476 0.5336
H 4.8474 2.4648 -2.7786
H 0.1411 4.6171 -2.3998
H -0.4351 6.4743 -6.5402
H -1.3060 2.0201 3.1603
H 4.7536 -4.3008 0.1371
H 0.8310 -2.0164 -9.0272
H -1.3707 -2.2542 2.8881
H 1.3977 -5.4746 2.6932
H 1.0887 -2.2868 2.8484
H 10.0473 -3.8765 0.1247
H 0.3274 -2.8775 -6.9674
H -1.4932 -5.2063 -1.3339
H -1.5226 0.9830 -6.8485
H -3.9650 -7.7840 3.9633
H 6.1863 -1.5011 0.9000
H -1.5453 -3.6382 -3.4729
H 7.4376 -3.5560 -3.4019
H -1.3368 0.9827 -4.3829
H 5.8292 0.0944 -2.1003
H 0.4616 7.7269 -7.4400
H -0.4152 -1.6416 -10.2432
H 5.1087 -2.7718 -3.0111
H 1.2941 -0.7264 -0.2690
H 10.5507 -2.2806 -0.4857
H -3.3291 -6.6830 2.0559
H 2.6286 -5.5802 1.0357
H 0.4376 -7.3152 3.9785
H -0.0979 6.2846 -4.1641
H -0.7381 -2.8584 -8.9868
H 3.3660 4.7091 -6.1128
H 1.1664 1.9800 3.1426

***

3.
Molecular formula: C4H9NO
Method: DFT, the ωB97M-V functional and the def2-TZVPD basis

Properties
Relative energy (zero: lowest compared OMol25 entry of this formula, charge and spin), eV: 2.563
HOMO-LUMO gap (spin up / spin down), Eh: 0.17139 / 0.28084
<S²>: 0.7555
Charge: -1
2S+1: 2

Atoms and positions in Å:
O -0.2782 -1.3571 -0.4825
N -0.6283 0.5732 1.3808
C -0.2556 1.7166 0.7487
C -0.2455 -0.8443 -1.7219
C 0.4714 -0.1782 2.0121
C 0.6760 0.0224 -2.1870
H 1.7410 -0.1390 -1.9860
H -0.8147 2.6653 0.7529
H -0.5936 -0.6022 0.1539
H 0.7685 1.8622 0.3626
H 0.3319 -0.1024 3.1099
H 0.4213 0.9651 -2.6499
H 1.4533 0.0627 1.6093
H 0.3078 -1.2550 1.8724
H -1.0463 -1.0333 -2.4447

***

4.
Molecular formula: C5H11N
Method: DFT, the ωB97M-V functional and the def2-TZVPD basis

Properties
Relative energy (zero: lowest compared OMol25 entry of this formula, charge and spin), eV: 3.864
HOMO-LUMO gap, Eh: 0.29514
Charge: 0

Atoms and positions in Å:
N 0.9897 -0.0338 0.5563
C 0.7062 -0.0872 1.9824
C 1.9943 0.0329 -0.2673
C -0.2367 -0.3976 0.8840
C -1.1289 1.5325 -1.6461
C -0.9876 -1.5789 0.3806
H -1.6508 2.4450 -1.9426
H -1.2649 -1.4194 -0.6680
H -0.0490 1.6794 -1.7367
H -1.4378 0.7088 -2.2964
H -1.9116 -1.7267 0.9452
H 1.2846 -0.8562 2.5121
H 1.8442 -0.2730 -1.2958
H 2.9273 0.4585 0.0756
H -0.3933 -2.5070 0.4323
H -1.3635 1.2851 -0.6078
H 0.6327 0.8663 2.5090

***

5.
Molecular formula: C58H49GeIrNP3S4
Method: DFT, the ωB97M-V functional and the def2-TZVPD basis

Properties
Relative energy (zero: lowest compared OMol25 entry of this formula, charge and spin), eV: 0.640
HOMO-LUMO gap (spin up / spin down), Eh: 0.23728 / 0.22954
<S²>: 8.7749
Charge: -1
2S+1: 6

Atoms and positions in Å:
Ir -0.2197 0.5218 -0.0564
Ge -2.9298 -0.2807 -2.3812
S -0.9072 -0.6065 2.3013
S 0.4918 2.8530 0.7978
S -2.1163 5.1042 0.9875
S -0.1755 -2.5368 -1.0631
P -0.7838 3.9950 1.9037
P 1.5557 -1.6919 -0.6491
P 1.0751 -0.7960 2.1118
N -1.1776 2.0653 -2.3176
C -1.1246 -1.7586 -5.9893
C 0.4431 6.8535 4.5291
C 0.3143 5.0649 2.9227
C 5.0721 -3.5194 0.2811
C -2.0650 -1.4595 -6.9662
C -2.1176 2.9454 -2.1765
C 2.3422 -1.0104 -2.1513
C -3.4459 2.7372 -1.5574
C 3.6480 -0.1117 -4.4280
C -6.0169 2.2709 -0.5076
C 2.4385 -4.3314 -0.1037
C 2.3682 1.0355 5.5099
C 3.3926 -3.8041 3.6102
C 0.7397 -3.4723 2.8620
C -3.5150 -0.5708 -5.2717
C 3.2583 1.9923 5.0392
C -4.8984 1.7560 0.1299
C -1.1140 0.7184 -2.0277
C 2.8375 1.2796 2.7797
C -3.5471 -3.1598 -2.2465
C 1.1790 -4.6999 3.3346
C 3.4013 -1.4688 -4.2647
C -0.3121 6.0060 3.7366
C 1.8297 6.7616 4.5187
C -1.5475 3.0139 3.2458
C -3.5291 -2.0836 -0.1049
C -3.9542 -4.3440 -1.6476
C 2.4532 5.8229 3.7127
C 4.0993 -2.5887 -0.0382
C -1.8388 4.2943 -2.7706
C 2.5024 -4.8655 3.7111
C 2.7475 -1.9169 -3.1290
C -2.6447 1.6682 5.4017
C -2.5746 -0.8474 -4.2804
C 1.9451 0.3266 3.2501
C 1.6237 -2.4036 2.7792
C -3.6410 1.9714 -0.4023
C -5.8488 3.0580 -1.6363
C -3.2683 -0.8714 -6.6043
C 2.9565 -2.5759 3.1448
C 1.6983 4.9769 2.9101
C 3.4171 -5.2640 0.2162
C -2.9250 2.9594 3.3925
C 2.5704 0.3491 -2.3256
C -4.1768 -4.3904 -0.2793
C -3.4726 2.2821 4.4739
C 3.4971 2.1071 3.6780
C 2.7800 -2.9942 -0.2371
C -0.7153 2.4086 4.1805
C -4.5831 3.3115 -2.1365
C -1.2657 1.7361 5.2576
C -1.3811 -1.4606 -4.6587
C 1.6317 -0.3826 0.5064
C -3.9529 -3.2587 0.4934
C -3.3188 -2.0188 -1.4812
C 1.7149 0.2024 4.6176
C 4.7295 -4.8594 0.4055
C 3.2275 0.7929 -3.4656
H -1.8556 -1.6701 -8.0081
H -4.4555 -0.1095 -4.9878
H -0.3864 0.2313 -2.6850
H -0.6493 -1.7169 -3.8983
H -2.0552 5.0823 -2.0491
H 2.5476 -2.9719 -2.9805
H 2.1717 4.2411 2.2746
H 2.2365 1.0542 -1.5743
H 4.1772 0.2377 -5.3062
H -3.3192 -1.2166 0.5097
H -1.3934 6.0709 3.7324
H -2.7836 1.5831 0.1349
H -3.5542 3.4495 2.6600
H 2.4203 7.4220 5.1421
H 4.3450 -1.5374 -0.1441
H 3.7292 -2.1787 -5.0142
H -0.2885 -3.3300 2.5500
H -7.0065 2.0719 -0.1156
H -0.7936 4.3481 -3.0639
H 2.1859 0.9432 6.5738
H -3.3728 -3.1273 -3.3156
H 0.4842 -5.5271 3.4108
H -4.4783 3.9411 -3.0107
H -0.0465 7.5881 5.1567
H -4.5486 2.2405 4.5943
H 1.0065 -0.5409 4.9666
H 3.1567 -6.3111 0.3116
H -4.0097 -0.6456 -7.3620
H -2.4604 4.4575 -3.6567
H 0.3582 2.4650 4.0480
H -4.9996 1.1916 1.0487
H 3.5343 5.7465 3.7082
H 6.0985 -3.2047 0.4281
H -0.1877 -2.2274 -6.2669
H 1.4079 -4.6259 -0.2619
H 3.6516 -1.7491 3.0595
H 2.8479 -5.8244 4.0776
H 4.4284 -3.9350 3.8978
H 3.7648 2.6486 5.7359
H -4.0903 -5.2324 -2.2533
H -4.5264 -5.3051 0.1844
H -6.7159 3.4711 -2.1374
H -0.6166 1.2628 5.9838
H 3.4198 1.8506 -3.5951
H 4.2023 2.8457 3.3169
H 5.4922 -5.5890 0.6499
H 2.9937 1.3719 1.7126
H -4.1062 -3.2958 1.5655
H -3.0746 1.1354 6.2415

***

6.
Molecular formula: C3H7N3O2
Method: DFT, the ωB97M-V functional and the def2-TZVPD basis

Properties
SMILES: [H]/N=C(\C=N/OC)NO
Relative energy (zero: lowest compared OMol25 entry of this formula, charge and spin), eV: 7.997
HOMO-LUMO gap, Eh: 0.36276
Charge: 0

Atoms and positions in Å:
O 1.5527 0.3831 -0.1423
O -3.7829 0.0570 0.0211
N -2.3874 -0.6078 -0.2134
N -1.3524 1.3754 -0.0322
N 1.0382 -0.8568 0.1028
C 3.0893 0.2019 -0.0915
C -0.2110 -0.9038 0.1277
C -1.3153 0.0787 -0.1793
H 3.5330 -0.5147 -0.7184
H -0.6072 -1.9363 0.4897
H -3.4816 1.0327 0.5884
H 3.3775 1.2620 -0.3470
H 3.2746 -0.0881 0.9560
H -2.3605 -1.2373 -0.9470
H -0.3670 1.7542 0.3856